C34H45N3O2P2PdS2 as an isolated structure, computed with ωB97M-V with the def2-TZVPD basis set.

The calculation puts the gap between HOMO and LUMO at 0.226 Eh. The relative energy (zero: lowest compared OMol25 entry of this formula, charge and spin) comes out at 0.00 kJ/mol. As for the LUMO energy: -0.263 eV. The value obtained for the calculated total energy is -3244.308632 Ha.

```
89
Properties=species:S:1:pos:R:3:forces:R:3:mulliken_charge:R:1
Pd -0.00166 0.50081 -0.89164 0.606 0.592 -0.172 -0.50
C -2.30070 0.08390 -3.50525 -0.026 -0.033 0.014 -1.66
C -2.59876 -0.98368 -2.44782 -0.091 -0.016 -0.005 1.27
C -4.08467 -1.36339 -2.47928 0.049 0.027 0.016 -1.67
P -1.95455 -0.48011 -0.79321 -0.581 -0.315 -0.076 1.16
C -3.25636 0.39486 0.14375 -0.032 -0.074 -0.015 2.75
C -3.73198 1.67096 -0.54877 0.039 -0.011 0.043 -1.41
C -4.41625 -0.45753 0.66659 0.028 0.051 -0.027 -1.53
C -1.59455 -1.98205 0.14330 -0.028 0.161 -0.162 0.84
C -2.08986 -3.23531 -0.18556 -0.011 -0.093 -0.014 -0.43
C -1.80444 -4.33669 0.61031 -0.065 0.046 -0.115 -0.97
C -1.02853 -4.14711 1.74490 0.096 0.059 0.108 -0.94
C -0.50627 -2.90694 2.07514 0.012 -0.084 0.079 -0.92
C -0.74532 -1.77888 1.26581 0.345 0.021 0.164 -0.65
N -0.28636 -0.50665 1.42119 -0.224 0.170 0.429 0.71
C 0.82029 -0.03818 2.05833 0.024 -0.354 -0.252 -0.62
C 1.81898 -0.78253 2.72602 -0.003 -0.072 0.022 -0.89
C 2.94967 -0.17334 3.23697 -0.033 -0.012 -0.007 -1.16
C 3.16262 1.19728 3.11390 0.006 -0.008 0.031 -0.77
C 2.21654 1.95078 2.43672 -0.085 -0.013 0.007 -0.07
C 1.07512 1.36125 1.90848 -0.112 0.093 0.068 0.64
P -0.13330 2.22653 0.87636 0.155 -0.213 -0.224 1.66
C -1.28544 3.03562 2.14029 -0.014 -0.036 -0.029 0.70
C -0.45033 3.67790 3.25791 0.003 0.007 0.018 -1.62
C -2.31469 2.16140 2.86767 0.111 -0.055 -0.023 -1.27
C 0.70937 3.66104 0.02220 -0.200 0.020 0.024 3.02
C 0.83850 5.02806 0.69706 -0.004 0.029 -0.120 -1.81
C 0.09140 3.83572 -1.37451 0.023 0.084 0.141 -1.64
H -2.62008 -0.27923 -4.48524 0.009 0.021 0.018 0.47
H -1.23936 0.32235 -3.55255 0.000 -0.008 -0.001 0.22
H -2.84854 1.00616 -3.29523 0.015 -0.024 -0.014 0.29
H -2.03866 -1.89030 -2.68176 0.134 0.060 -0.029 0.29
H -4.72951 -0.49869 -2.31849 0.015 -0.019 0.000 0.30
H -4.33983 -2.12309 -1.74191 -0.028 0.019 0.010 0.30
H -4.31904 -1.76592 -3.46773 0.015 0.011 0.021 0.47
H -2.64373 0.64109 1.00503 0.055 0.145 0.110 -1.46
H -4.36380 1.44378 -1.41068 0.039 0.018 0.040 0.37
H -2.89127 2.27807 -0.89324 -0.017 -0.001 0.014 0.17
H -4.33348 2.27376 0.13759 0.042 -0.021 0.014 0.41
H -5.15727 -0.66778 -0.10288 0.006 -0.007 0.004 0.37
H -4.92322 0.09429 1.46438 0.028 -0.019 -0.031 0.40
H -4.06535 -1.40096 1.08574 -0.008 0.003 -0.016 0.35
H -2.69231 -3.36567 -1.07704 0.007 -0.012 0.035 0.32
H -2.18017 -5.31849 0.35457 0.005 0.036 -0.022 0.45
H -0.81390 -4.99194 2.38911 0.004 0.010 0.005 0.38
H 0.08073 -2.80521 2.97629 -0.079 -0.035 -0.016 0.58
H 1.71913 -1.85504 2.80278 0.082 0.072 0.009 0.27
H 3.68981 -0.78782 3.73758 -0.003 0.009 -0.007 0.35
H 4.04763 1.66391 3.52909 -0.033 -0.007 0.000 0.49
H 2.38209 3.01365 2.30224 -0.001 -0.010 0.000 0.05
H -1.80292 3.82244 1.58308 -0.045 -0.009 -0.045 0.62
H 0.03230 2.90148 3.85122 -0.014 0.006 0.019 0.31
H -1.12558 4.23205 3.91390 0.015 0.023 -0.014 0.52
H 0.31236 4.36521 2.91522 0.025 -0.053 0.029 0.25
H -1.84298 1.26339 3.27626 -0.039 0.007 -0.074 0.18
H -3.16909 1.87243 2.26854 -0.051 -0.008 -0.126 0.22
H -2.70675 2.74143 3.70683 0.020 -0.056 -0.006 0.58
H 1.71564 3.27862 -0.11583 0.020 -0.070 -0.027 -1.77
H -0.12328 5.41653 1.03976 0.047 -0.003 -0.024 0.34
H 1.23204 5.73789 -0.03625 -0.016 -0.023 0.038 0.48
H 1.53185 5.02057 1.53672 -0.014 -0.003 -0.007 0.31
H -0.91607 4.25855 -1.30811 -0.015 -0.066 -0.017 0.38
H 0.03828 2.88830 -1.91547 -0.037 0.067 0.004 0.13
H 0.70130 4.53202 -1.95427 -0.014 -0.004 -0.014 0.52
O -0.15602 -2.99063 -3.88657 -0.072 0.324 0.051 -0.81
C 0.68789 -3.69632 -3.10122 0.149 0.009 0.228 0.67
C 0.75205 -5.07230 -3.31748 -0.013 0.052 -0.018 -0.69
C 1.59965 -5.85466 -2.56147 0.064 -0.028 0.069 -0.34
C 2.40202 -5.28201 -1.57551 0.001 -0.037 0.005 -0.89
C 2.34162 -3.92053 -1.35605 -0.032 -0.009 -0.050 -0.84
C 1.48921 -3.10546 -2.10686 -0.099 -0.048 -0.075 0.37
C 1.43056 -1.65244 -1.82032 0.260 0.595 0.363 0.78
O 0.43644 -0.95288 -2.31528 -0.286 -0.208 0.007 -1.13
N 2.36876 -1.12822 -1.08779 -0.101 -0.337 -0.164 -0.03
N 2.27476 0.27193 -0.93760 0.095 -0.051 0.069 -0.16
C 3.42095 0.72009 -0.56337 -0.199 -0.355 -0.176 -0.19
S 3.85212 2.41242 -0.50215 0.074 0.102 -0.024 0.00
C 5.63754 2.12123 -0.38989 0.008 0.040 0.029 -0.66
C 5.83364 0.87586 0.44265 -0.053 -0.108 -0.021 -0.48
S 4.72757 -0.40933 -0.21319 0.074 0.133 0.012 0.00
H -0.13624 -2.06294 -3.56272 0.058 -0.136 -0.027 0.25
H 0.12226 -5.49842 -4.08888 0.024 0.018 0.027 0.45
H 1.63594 -6.92389 -2.73605 0.005 0.040 0.003 0.39
H 3.06457 -5.89871 -0.98185 -0.027 0.011 -0.013 0.41
H 2.94855 -3.45226 -0.59055 -0.042 -0.016 -0.043 0.44
H 6.07830 3.00165 0.07818 -0.015 0.003 -0.017 0.43
H 6.04761 1.99778 -1.39086 -0.002 0.006 -0.026 0.32
H 5.58801 1.06244 1.48818 -0.005 -0.009 0.001 0.12
H 6.85679 0.50606 0.37056 -0.022 -0.011 -0.012 0.44
```
Forces are in eV/Å.